Entry 1:
A 8-piece molecular cluster, C30H83N7O8 overall at a distorted geometry. Source: OMol25; level of theory: wB97M-V/def2-TZVPD.

The calculated total energy is -59258.7419 eV. Its charge is -1. Its multiplicity is 2. As for the LUMO energy (spin up / spin down): 2.289 / 2.334 eV. For the energy above the lowest of the compared OMol25 structures with the same formula, charge and spin, the calculation gives 0.097 eV. For the HOMO-LUMO gap (spin up / spin down), the calculation gives 1.58 / 9.50 eV. Its expectation value of S² is 0.751.

Positions of all 128 atoms, in Å:
C  -1.6535  -2.4403  7.5221
C  -2.0434  -3.4924  6.4652
C  -1.9510  -2.9642  5.0355
O  -2.5822  -3.7780  4.0463
C  -2.9076  -3.0793  2.8258
N  -1.1970  -4.6739  6.6661
H  -2.4303  -1.6761  7.5495
H  -0.6756  -1.9594  7.4986
H  -1.6531  -3.0263  8.4412
H  -3.0733  -3.8249  6.5947
H  -0.8968  -2.8166  4.8013
H  -2.3767  -1.9727  4.8812
H  -3.6163  -2.2525  2.7779
H  -3.4161  -3.8567  2.2555
H  -1.9892  -2.8291  2.2947
H  -0.9955  -5.0427  5.7477
H  -0.2773  -4.5036  7.0472
C  0.7759  -0.6934  1.8601
C  1.0910  -1.3717  0.5368
C  1.4779  -0.2476  -0.4379
O  0.3981  0.6634  -0.6357
C  0.1874  1.1234  -1.9554
N  2.0770  -2.3232  0.7331
H  1.5070  -0.0259  2.3160
H  0.5760  -1.4170  2.6503
H  -0.1095  -0.0663  1.7557
H  0.1517  -1.8708  0.2986
H  1.7393  -0.7063  -1.3916
H  2.3434  0.3159  -0.0893
H  -0.8289  1.4509  -2.1745
H  0.3665  0.3982  -2.7492
H  0.8513  1.9817  -2.0590
H  1.7254  -3.1273  1.2331
H  2.7062  -1.9563  1.4328
C  3.9609  6.5855  -6.1242
C  2.7931  6.2966  -5.3186
C  3.2707  6.0974  -3.8442
O  4.0640  4.9819  -3.5465
C  3.4401  3.7164  -3.5469
N  1.7817  7.3490  -5.4921
H  4.3648  7.5309  -5.7619
H  3.8301  6.7297  -7.1967
H  4.7480  5.8558  -5.9343
H  2.4239  5.3438  -5.6981
H  2.2769  6.0507  -3.3987
H  3.7107  7.0033  -3.4273
H  2.8370  3.5907  -2.6477
H  4.1277  2.8707  -3.5503
H  2.7416  3.6510  -4.3811
H  1.6343  7.5228  -6.4761
H  1.9599  8.2346  -5.0402
C  -1.3602  4.2727  -3.3864
C  -2.0720  5.5982  -3.5059
C  -2.1212  6.4963  -2.2267
O  -2.6271  5.9104  -1.1052
C  -2.4631  6.8415  -0.0005
N  -1.6019  6.3094  -4.7143
H  -0.3258  4.3773  -3.0591
H  -1.3370  3.7673  -4.3519
H  -1.8158  3.6653  -2.6044
H  -3.1348  5.4224  -3.6722
H  -2.6949  7.3976  -2.4426
H  -1.1573  6.9717  -2.0452
H  -2.7921  6.3278  0.9027
H  -3.2163  7.6218  -0.1096
H  -1.4083  7.1036  0.0823
H  -0.6025  6.4553  -4.7157
H  -2.1198  7.1672  -4.8405
C  -4.4029  -4.4122  -0.4180
C  -4.1326  -3.0128  -0.9936
C  -3.4191  -2.9976  -2.3824
O  -3.2270  -1.6245  -2.5602
C  -2.6410  -1.4050  -3.8363
N  -5.3788  -2.2080  -1.0594
H  -3.5037  -5.0178  -0.3050
H  -4.9668  -5.0153  -1.1297
H  -4.9946  -4.3547  0.4956
H  -3.4860  -2.4973  -0.2835
H  -3.8601  -3.5353  -3.2217
H  -2.4240  -3.4333  -2.2924
H  -2.8070  -0.3731  -4.1455
H  -3.1471  -1.7681  -4.7308
H  -1.5657  -1.5690  -3.7664
H  -5.4383  -1.6719  -0.2054
H  -5.2227  -1.4779  -1.7396
C  6.1871  -7.0421  3.1339
C  4.7433  -6.7029  2.8705
C  4.3630  -5.2219  3.3669
O  2.9599  -5.0789  3.2236
C  2.3829  -3.8654  3.8142
N  4.5076  -6.8587  1.4275
H  6.8285  -6.2521  2.7432
H  6.3907  -7.9828  2.6222
H  6.5217  -7.1339  4.1673
H  4.0660  -7.4145  3.3426
H  4.9034  -4.5459  2.7044
H  4.6789  -5.0302  4.3924
H  1.4090  -3.6595  3.3701
H  3.0686  -3.0356  3.6429
H  2.2924  -3.8249  4.8997
H  3.8579  -6.1418  1.1378
H  3.9677  -7.7066  1.3291
C  -3.6249  0.6601  0.4039
C  -3.0070  1.1325  1.6892
C  -2.1373  2.4353  1.6637
O  -1.6418  2.6534  2.9681
C  -0.7666  3.7764  3.0370
N  -4.1844  1.2867  2.5739
H  -3.7925  -0.4166  0.3788
H  -2.9021  0.8461  -0.3905
H  -4.5457  1.1451  0.0799
H  -2.4854  0.3017  2.1644
H  -2.9123  3.1269  1.3335
H  -1.3462  2.3733  0.9164
H  -1.2825  4.6819  2.7176
H  0.2055  3.6276  2.5671
H  -0.5485  3.9025  4.0975
H  -4.6765  2.1336  2.3276
H  -3.6900  1.4078  3.4463
C  2.7304  -3.6847  -2.9539
C  4.0084  -2.9526  -2.4225
O  4.3427  -3.5914  -1.2108
H  2.3050  -3.2449  -3.8560
H  1.8905  -3.6664  -2.2595
H  2.9117  -4.7236  -3.2293
H  3.8300  -1.8777  -2.4548
H  4.6843  -3.2853  -3.2102
H  3.7078  -3.2326  -0.5865

Cartesian forces (eV/Å) of the 2 atoms listed first:
C -0.9992 -0.6291 0.0640
C 0.9008 0.3341 -0.4172

Löwdin population analysis, charges in e, atoms 1 to 99: number 1, C, carries -0.076; number 2, C, carries -0.424; number 3, C, carries -0.217; number 4, O, carries -0.185; number 5, C, carries -0.096; number 6, N, carries 0.030; number 7, H, carries 0.072; number 8, H, carries 0.070; number 9, H, carries 0.070; number 10, H, carries 0.133; number 11, H, carries 0.110; number 12, H, carries 0.116; number 13, H, carries 0.086; number 14, H, carries 0.066; number 15, H, carries 0.078; number 16, H, carries 0.057; number 17, H, carries 0.056; number 18, C, carries -0.079; number 19, C, carries -0.460; number 20, C, carries -0.186; number 21, O, carries -0.208; number 22, C, carries -0.121; number 23, N, carries 0.055; number 24, H, carries 0.074; number 25, H, carries 0.055; number 26, H, carries 0.061; number 27, H, carries 0.142; number 28, H, carries 0.102; number 29, H, carries 0.112; number 30, H, carries 0.064; number 31, H, carries 0.066; number 32, H, carries 0.071; number 33, H, carries 0.070; number 34, H, carries 0.077; number 35, C, carries -0.119; number 36, C, carries -0.471; number 37, C, carries -0.225; number 38, O, carries -0.191; number 39, C, carries -0.149; number 40, N, carries 0.042; number 41, H, carries 0.081; number 42, H, carries 0.077; number 43, H, carries 0.083; number 44, H, carries 0.126; number 45, H, carries 0.104; number 46, H, carries 0.125; number 47, H, carries 0.064; number 48, H, carries 0.073; number 49, H, carries 0.067; number 50, H, carries 0.068; number 51, H, carries 0.069; number 52, C, carries -0.082; number 53, C, carries -0.422; number 54, C, carries -0.292; number 55, O, carries -0.176; number 56, C, carries -0.101; number 57, N, carries 0.037; number 58, H, carries 0.065; number 59, H, carries 0.071; number 60, H, carries 0.064; number 61, H, carries 0.126; number 62, H, carries 0.108; number 63, H, carries 0.106; number 64, H, carries 0.070; number 65, H, carries 0.083; number 66, H, carries 0.079; number 67, H, carries 0.034; number 68, H, carries 0.056; number 69, C, carries -0.083; number 70, C, carries -0.405; number 71, C, carries -0.210; number 72, O, carries -0.207; number 73, C, carries -0.145; number 74, N, carries 0.043; number 75, H, carries 0.070; number 76, H, carries 0.067; number 77, H, carries 0.066; number 78, H, carries 0.104; number 79, H, carries 0.124; number 80, H, carries 0.117; number 81, H, carries 0.073; number 82, H, carries 0.082; number 83, H, carries 0.082; number 84, H, carries 0.050; number 85, H, carries 0.055; number 86, C, carries -0.092; number 87, C, carries -0.421; number 88, C, carries -0.190; number 89, O, carries -0.206; number 90, C, carries -0.103; number 91, N, carries 0.037; number 92, H, carries 0.076; number 93, H, carries 0.073; number 94, H, carries 0.069; number 95, H, carries 0.125; number 96, H, carries 0.120; number 97, H, carries 0.117; number 98, H, carries 0.062; number 99, H, carries 0.069

=====

Entry 2:
C20H47N2O7Sr3 as an isolated structure at a distorted geometry. Source: OMol25; level of theory: wB97M-V/def2-TZVPD.

The calculated total energy is -41264.4691 eV. Its charge is +5. As for the LUMO energy: -16.445 eV. For the energy above the lowest of the compared OMol25 structures with the same formula, charge and spin, the calculation gives 0.000 eV. For the HOMO-LUMO gap, the calculation gives 1.59 eV.

Positions of all 79 atoms, in Å:
Sr  23.4508  7.2178  -5.9743
Sr  19.7000  5.1757  -7.7336
Sr  20.9046  6.4846  -11.8498
C  20.2007  9.4528  -8.1670
C  20.5202  7.9773  -8.1148
O  20.6396  7.4350  -6.9673
O  20.7471  7.3005  -9.1625
H  19.2797  9.6398  -7.6045
H  19.9196  9.7836  -9.1666
H  20.9723  10.0752  -7.7175
O  17.2085  8.6858  -5.2348
H  16.7248  9.4960  -5.4731
H  17.1989  8.1496  -6.0358
O  23.6592  8.3341  -8.1170
H  23.4518  8.0262  -9.0098
H  23.8671  9.2831  -8.2227
O  19.6198  7.4511  -4.2753
H  20.0951  7.6946  -5.0695
H  18.8185  8.0070  -4.2909
C  20.6456  12.4780  -2.4721
C  21.5813  11.4526  -3.1565
C  22.8443  12.2374  -3.6552
C  23.9198  12.5327  -2.6235
C  24.2793  11.2577  -1.8899
C  23.1297  10.4393  -1.2938
N  22.0215  10.3811  -2.2500
O  20.9299  9.6880  -1.7602
C  23.6130  9.0035  -1.0231
C  22.7170  11.1306  0.0320
C  20.9454  10.8276  -4.3970
H  20.4898  13.3831  -3.0566
H  21.0326  12.7633  -1.4923
H  19.6395  12.1085  -2.2409
H  23.1153  11.6668  -4.5498
H  22.5975  13.2086  -4.0956
H  23.6486  13.3200  -1.9164
H  24.8340  12.9369  -3.0603
H  25.0003  11.4150  -1.0843
H  24.8686  10.5946  -2.5422
H  23.9056  8.5758  -1.9862
H  24.5348  9.0491  -0.4382
H  22.9423  8.3874  -0.4300
H  23.0896  10.6024  0.9083
H  23.0384  12.1674  0.1442
H  21.6320  11.2043  0.1556
H  20.2255  10.0767  -4.0603
H  21.6763  10.3072  -5.0144
H  20.4249  11.6029  -4.9558
H  20.4179  10.2928  -1.1861
C  12.8547  11.5130  -6.8501
C  14.1762  10.8017  -6.3880
C  14.9461  10.4775  -7.6808
C  15.7219  11.6305  -8.3664
C  16.6095  12.2335  -7.2973
C  15.9304  12.6735  -6.0052
N  15.0555  11.5917  -5.5389
O  14.4888  11.8915  -4.3045
C  17.0366  12.8780  -4.9552
C  15.1434  13.9643  -6.2021
C  13.9035  9.4859  -5.6226
H  12.2066  10.7798  -7.3306
H  13.0749  12.2330  -7.6367
H  12.3185  11.9674  -6.0203
H  15.6358  9.6470  -7.4910
H  14.2266  10.1451  -8.4309
H  14.9899  12.3765  -8.6850
H  16.1744  11.2349  -9.2727
H  17.1730  13.1217  -7.6130
H  17.4840  11.5683  -7.1987
H  16.7298  13.5324  -4.1433
H  17.5084  11.9531  -4.5991
H  17.9251  13.2787  -5.4528
H  14.6340  14.2085  -5.2708
H  15.7603  14.8192  -6.4788
H  14.4144  13.8341  -7.0007
H  14.6499  8.7156  -5.8222
H  12.9859  9.0310  -5.9949
H  13.8635  9.6259  -4.5470
H  15.2260  11.6775  -3.7038

Cartesian forces (eV/Å) of the 2 atoms listed first:
Sr -0.1626 0.3162 0.8387
Sr -0.2119 -0.0061 0.4298

Partial atomic charges computed with the Löwdin method, in multiples of e: number 1, Sr, carries 1.700; number 2, Sr, carries 1.564; number 3, Sr, carries 1.596; number 4, C, carries 0.042; number 5, C, carries -0.754; number 6, O, carries -0.284; number 7, O, carries -0.303; number 8, H, carries 0.094; number 9, H, carries 0.100; number 10, H, carries 0.101; number 11, O, carries -0.041; number 12, H, carries 0.028; number 13, H, carries 0.036; number 14, O, carries -0.186; number 15, H, carries 0.072; number 16, H, carries 0.116; number 17, O, carries -0.060; number 18, H, carries -0.053; number 19, H, carries 0.020; number 20, C, carries 0.001; number 21, C, carries -0.473; number 22, C, carries -0.125; number 23, C, carries -0.149; number 24, C, carries -0.148; number 25, C, carries -0.488; number 26, N, carries -0.061; number 27, O, carries 0.015; number 28, C, carries -0.017; number 29, C, carries 0.014; number 30, C, carries -0.042; number 31, H, carries 0.098; number 32, H, carries 0.092; number 33, H, carries 0.086; number 34, H, carries 0.091; number 35, H, carries 0.130; number 36, H, carries 0.128; number 37, H, carries 0.130; number 38, H, carries 0.141; number 39, H, carries 0.114; number 40, H, carries 0.056; number 41, H, carries 0.105; number 42, H, carries 0.096; number 43, H, carries 0.104; number 44, H, carries 0.097; number 45, H, carries 0.078; number 46, H, carries 0.067; number 47, H, carries 0.037; number 48, H, carries 0.090; number 49, H, carries 0.116; number 50, C, carries 0.042; number 51, C, carries -0.450; number 52, C, carries -0.133; number 53, C, carries -0.142; number 54, C, carries -0.153; number 55, C, carries -0.485; number 56, N, carries -0.001; number 57, O, carries 0.101; number 58, C, carries -0.012; number 59, C, carries 0.034; number 60, C, carries 0.012; number 61, H, carries 0.108; number 62, H, carries 0.082; number 63, H, carries 0.110; number 64, H, carries 0.092; number 65, H, carries 0.136; number 66, H, carries 0.117; number 67, H, carries 0.117; number 68, H, carries 0.136; number 69, H, carries 0.103; number 70, H, carries 0.106; number 71, H, carries 0.079; number 72, H, carries 0.095; number 73, H, carries 0.109; number 74, H, carries 0.120; number 75, H, carries 0.088; number 76, H, carries 0.063; number 77, H, carries 0.107; number 78, H, carries 0.097; number 79, H, carries 0.147

=====

Q: Look up the charge of the first one.
A: -1

=====

Q: What is the formula in the first record?
A: C30H83N7O8